1.
Molecular formula: C19H18FN3O3S2
Method: DFT, ωB97M-V/def2-TZVPD

```
46
Properties=species:S:1:pos:R:3
C 3.6971 2.3722 3.5773
C 2.8334 1.8716 2.4398
S 2.8179 0.0587 2.5195
O 4.1365 -0.4330 2.2404
O 2.1872 -0.3420 3.7403
N 1.7587 -0.3203 1.2462
C 2.4371 -0.3433 -0.0518
C 1.7937 -1.2592 -1.0513
C 1.6975 -0.9194 -2.3919
C 1.1324 -1.8056 -3.2926
C 0.6544 -3.0295 -2.8555
C 0.7346 -3.3671 -1.5156
C 1.3103 -2.4902 -0.6112
C 1.3516 -2.7341 0.8669
C 0.8642 -1.4292 1.5180
C -0.5442 -1.1508 0.9983
O -1.4253 -1.9799 0.9868
N -0.7326 0.1131 0.5261
C -1.9037 0.5246 -0.0455
N -2.0753 1.7087 -0.5106
C -3.3309 1.8517 -1.0313
C -3.8407 3.0098 -1.6115
C -5.1318 3.0056 -2.0931
C -5.9010 1.8503 -1.9927
F -7.1619 1.8759 -2.4736
C -5.4328 0.6827 -1.4255
C -4.1354 0.6927 -0.9432
S -3.2492 -0.5980 -0.1738
H 3.7423 3.4591 3.5854
H 3.2885 2.0251 4.5230
H 4.7035 1.9742 3.4717
H 1.7982 2.1846 2.5346
H 3.2340 2.1446 1.4686
H 3.4733 -0.6702 0.1144
H 2.4666 0.6806 -0.4406
H 2.0655 0.0381 -2.7312
H 1.0594 -1.5368 -4.3355
H 0.2082 -3.7170 -3.5578
H 0.3445 -4.3110 -1.1663
H 0.6967 -3.5573 1.1495
H 2.3675 -2.9446 1.2107
H 0.8110 -1.5310 2.6069
H 0.0397 0.7656 0.5652
H -3.2214 3.8894 -1.6744
H -5.5618 3.8834 -2.5483
H -6.0575 -0.1930 -1.3649
```

Computed properties:
* spin multiplicity: 1
* HOMO: -8.4 eV
* F_max: 1.0 eV/Å
* charge: 0
* SMILES: CCS(=O)(=O)N1Cc2ccccc2C[C@@H]1C(=O)Nc1nc2ccc(F)cc2s1
* Kohn-Sham gap: 0.32404 hartree
* LUMO: 0.44 eV

***

2.
Molecular formula: C19H18IN2O11P2Pd
Method: DFT, ωB97M-V/def2-TZVPD

```
54
Properties=species:S:1:pos:R:3
Pd -1.5545 0.9524 0.2915
O 0.3101 -4.3587 4.1801
C -0.9512 -3.7193 4.3085
C -1.1170 -2.7111 3.2086
C -2.3823 -2.3144 2.8182
C -2.5285 -1.3111 1.8759
N -1.4717 -0.7332 1.3155
C -0.2329 -1.1479 1.6452
C -0.0159 -2.1211 2.5943
C 0.8472 -0.4646 0.8964
C 2.0022 -1.0989 0.4953
C 2.8677 -0.4302 -0.3681
C 4.0314 -1.1704 -0.9892
O 3.6727 -2.4523 -1.4204
C 2.5598 0.8713 -0.7288
C 1.3870 1.4498 -0.2699
N 0.5437 0.7920 0.5195
H 0.4113 -4.9779 4.9067
H -1.0203 -3.1969 5.2701
H -1.7719 -4.4416 4.2602
H -3.2695 -2.7475 3.2602
H -3.4947 -0.9512 1.5590
H 0.9904 -2.4188 2.8492
H 2.1761 -2.1342 0.7533
H 4.8277 -1.2915 -0.2471
H 4.4357 -0.5576 -1.8058
H 2.7519 -2.4205 -1.7887
H 3.1871 1.4222 -1.4176
H 1.0842 2.4504 -0.5520
O -4.4248 3.1866 2.4190
P -3.4839 1.9351 2.1967
O -3.5622 1.0041 3.3338
O -3.5907 1.3679 0.7666
O -1.9825 2.6619 2.1585
P -1.6559 3.7345 0.9728
O -0.1440 4.1509 1.3051
O -2.5817 4.8805 1.1372
O -1.5592 2.9181 -0.3241
H -4.0873 3.9719 1.9288
H -0.1202 4.7354 2.0749
I 1.7056 3.1373 -6.6361
C 1.1279 1.7233 -5.2209
C 0.1558 2.0455 -4.2859
C -0.2214 1.0938 -3.3466
C 0.3696 -0.1615 -3.3236
C 1.3436 -0.4624 -4.2710
C 1.7244 0.4694 -5.2250
C -0.0123 -1.1872 -2.2571
O 0.7046 -2.2210 -2.1969
O -0.9742 -0.9008 -1.5204
H -0.3024 3.0252 -4.2824
H -0.9832 1.3436 -2.6188
H 1.8007 -1.4432 -4.2428
H 2.4778 0.2243 -5.9620
```

Computed properties:
* spin multiplicity: 1
* HOMO: -6.0 eV
* F_max: 1.0 eV/Å
* charge: -1
* energy relative to the best compared isomer or geometry (same formula, charge and spin): 151.8 kJ/mol
* Kohn-Sham gap: 0.28135 hartree
* LUMO: 1.71 eV

***

3.
Molecular formula: C19H18IrN2O4S
Method: DFT, ωB97M-V/def2-TZVPD

```
45
Properties=species:S:1:pos:R:3
Ir 0.1241 0.1079 -0.1362
C -0.5208 -1.5206 -1.2174
C 0.5213 -2.5724 -1.4346
C 0.7449 -3.5819 -0.4960
C 1.7336 -4.5339 -0.6896
C 2.5228 -4.5082 -1.8335
C 2.3054 -3.5181 -2.7816
C 1.3133 -2.5669 -2.5838
H -1.3642 -1.9492 -0.6729
H -0.8512 -1.1081 -2.1693
H 0.1479 -3.5965 0.4079
H 1.8929 -5.2984 0.0623
H 3.2986 -5.2501 -1.9809
H 2.9096 -3.4860 -3.6816
H 1.1566 -1.7870 -3.3209
O 1.5469 0.6361 -1.7140
C 2.4415 0.0832 -1.0063
O 2.1565 -0.4525 0.1055
H 3.4819 0.0564 -1.3510
S -0.6063 -1.0149 1.7337
C -0.0559 -0.1815 3.1901
C -0.2441 1.1781 3.4467
C 0.1329 1.7283 4.6625
C 0.6944 0.9407 5.6600
C 0.8897 -0.4122 5.4144
C 0.5293 -0.9621 4.1932
H -0.6741 1.8030 2.6774
H -0.0209 2.7884 4.8318
H 0.9814 1.3765 6.6094
H 1.3388 -1.0439 6.1727
H 0.7022 -2.0129 3.9956
C -3.3397 2.9133 -3.4407
N -2.4603 2.8345 -2.2884
C -1.9913 3.9579 -1.6779
C -1.1409 3.8978 -0.6404
C -0.7157 2.5901 -0.2048
O 0.1370 2.3960 0.6925
N -1.2460 1.4742 -0.7979
C -2.1007 1.5408 -1.8550
O -2.5786 0.5816 -2.4395
H -3.7095 3.9340 -3.5246
H -4.1726 2.2255 -3.3190
H -2.8112 2.6398 -4.3548
H -2.3508 4.8944 -2.0848
H -0.7486 4.7786 -0.1584
```

Computed properties:
* spin multiplicity: 1
* HOMO: -3.5 eV
* F_max: 0.7 eV/Å
* charge: -1
* energy relative to the best compared isomer or geometry (same formula, charge and spin): 50.8 kJ/mol
* Kohn-Sham gap: 0.22766 hartree
* LUMO: 2.70 eV

***

4.
Molecular formula: C19H18N2O4
Method: DFT, ωB97M-V/def2-TZVPD

```
43
Properties=species:S:1:pos:R:3
N 4.0999 -3.5403 4.4442
C 3.0262 -3.5089 3.5865
C 1.7606 -3.9208 4.0113
C 0.7060 -3.9609 3.1227
C 0.8731 -3.5882 1.8001
C 2.1269 -3.1632 1.3775
O 2.3888 -2.8430 0.0584
C 1.5271 -2.0781 -0.6504
C 1.6291 -2.1633 -2.0426
C 0.8340 -1.3919 -2.8732
C -0.0705 -0.5261 -2.2883
C -0.1641 -0.4298 -0.8966
C 0.6193 -1.1887 -0.0589
C -1.2056 0.5768 -0.5752
O -1.6111 0.9470 0.4989
N -1.6875 1.0064 -1.7995
C -2.6138 2.1016 -1.9320
C -1.8435 3.4183 -2.1824
C -2.7442 4.6376 -1.9625
C -2.6130 4.8764 -0.4532
C -1.3050 4.1518 -0.0780
O -0.7848 3.5771 -1.2672
C -1.0369 0.4195 -2.8810
O -1.2732 0.6674 -4.0370
C 3.1960 -3.1247 2.2570
H 3.8970 -3.5579 5.4296
H 4.9113 -3.0065 4.1813
H 1.6175 -4.2150 5.0405
H -0.2652 -4.2891 3.4612
H 0.0506 -3.6350 1.1032
H 2.3517 -2.8513 -2.4530
H 0.9133 -1.4652 -3.9463
H 0.5459 -1.0901 1.0132
H -3.2826 1.9018 -2.7718
H -3.1785 2.1608 -0.9994
H -1.3946 3.3783 -3.1792
H -3.7692 4.4542 -2.2765
H -2.3497 5.4860 -2.5210
H -2.5641 5.9373 -0.2171
H -3.4557 4.4465 0.0866
H -0.5401 4.8302 0.3068
H -1.4828 3.3647 0.6647
H 4.1613 -2.8015 1.8987
```

Computed properties:
* spin multiplicity: 1
* HOMO: -8.2 eV
* F_max: 0.8 eV/Å
* charge: 0
* SMILES: Nc1cccc(Oc2ccc3c(c2)C(=O)N(C[C@H]2CCCO2)C3=O)c1
* energy relative to the best compared isomer or geometry (same formula, charge and spin): 50.6 kJ/mol
* Kohn-Sham gap: 0.29684 hartree
* LUMO: -0.13 eV

***

5.
Molecular formula: C19H18N4O
Method: DFT, ωB97M-V/def2-TZVPD

```
42
Properties=species:S:1:pos:R:3
C -6.8462 -0.4624 -1.0173
C -5.4154 -0.1905 -1.3601
C -4.9010 -0.5124 -2.6177
C -3.5707 -0.2407 -2.8866
C -2.7926 0.3433 -1.9026
C -3.3898 0.6320 -0.6746
C -2.6569 1.2407 0.4183
N -1.4399 1.5902 0.2859
N -0.7905 2.1366 1.3205
C 0.5217 2.5157 1.2703
O 1.0719 2.9523 2.2560
C 1.2259 2.3312 -0.0713
N 2.4322 1.5519 0.0705
C 2.3973 0.1937 0.3390
C 1.2461 -0.5552 0.1991
C 1.2465 -1.9359 0.4186
C 2.3886 -2.5870 0.7870
C 3.5925 -1.8687 0.9349
C 4.7851 -2.5244 1.3064
C 5.9589 -1.8391 1.4372
C 5.9884 -0.4601 1.1939
C 4.8475 0.2051 0.8356
C 3.6148 -0.4671 0.7018
N -4.6713 0.3649 -0.4204
H -7.0619 -1.5252 -1.1120
H -7.0433 -0.1455 0.0022
H -7.5053 0.0773 -1.6953
H -5.5377 -0.9665 -3.3617
H -3.1457 -0.4814 -3.8504
H -1.7524 0.5745 -2.0603
H -3.2126 1.3770 1.3499
H -1.2691 2.2505 2.2193
H 0.5555 1.8709 -0.7954
H 1.5127 3.3228 -0.4350
H 3.1472 2.0479 0.5827
H 0.3132 -0.0876 -0.0722
H 0.3195 -2.4792 0.3017
H 2.3889 -3.6518 0.9677
H 4.7489 -3.5901 1.4841
H 6.8665 -2.3512 1.7222
H 6.9206 0.0777 1.2885
H 4.9119 1.2656 0.6402
```

Computed properties:
* spin multiplicity: 1
* HOMO: -7.5 eV
* F_max: 1.2 eV/Å
* charge: 0
* SMILES: Cc1cccc(/C=N/NC(=O)CNc2cccc3ccccc23)n1
* energy relative to the best compared isomer or geometry (same formula, charge and spin): 0.0 kJ/mol
* Kohn-Sham gap: 0.27323 hartree
* LUMO: -0.02 eV

***

6.
Molecular formula: C19H18N6O2S
Method: DFT, ωB97M-V/def2-TZVPD

```
46
Properties=species:S:1:pos:R:3
C -6.2811 -0.1261 -0.2840
C -4.8321 0.2515 -0.3019
C -4.0574 0.0596 -1.4389
C -2.7277 0.4301 -1.4509
C -2.1447 0.9962 -0.3224
N -0.7756 1.3120 -0.3659
N -0.2350 2.3084 0.3565
C 1.0575 2.2991 0.1845
C 1.4311 1.2564 -0.6965
C 2.5520 0.6089 -1.2185
S 4.2153 0.8960 -0.6623
C 3.9604 0.8968 1.1610
C 2.7281 0.1168 1.5808
O 1.9129 0.5770 2.3439
N 2.6225 -1.1181 1.0099
C 1.4235 -1.7880 0.8546
C 0.1442 -1.4556 1.3675
C -0.6766 -2.3843 0.7942
C -2.1430 -2.5829 0.8591
O 0.0536 -3.2062 0.0252
N 1.3540 -2.8308 0.0603
N 2.4154 -0.3444 -2.1151
C 1.1952 -0.7557 -2.4394
N 0.0595 -0.3511 -1.9184
C 0.1860 0.6580 -1.0594
C -2.8996 1.2019 0.8376
C -2.3257 1.8050 2.0796
C -4.2346 0.8210 0.8135
H -6.8904 0.7292 -0.5773
H -6.5909 -0.4322 0.7124
H -6.4799 -0.9355 -0.9821
H -4.4960 -0.3799 -2.3223
H -2.1274 0.2709 -2.3315
H 1.6742 3.0261 0.6723
H 4.8643 0.4427 1.5683
H 3.8757 1.9194 1.5269
H 3.3687 -1.4665 0.4201
H -0.0965 -0.6664 2.0449
H -2.3737 -3.6444 0.9067
H -2.6091 -2.1700 -0.0356
H -2.5480 -2.0738 1.7282
H 1.1404 -1.5422 -3.1774
H -2.1865 2.8761 1.9454
H -2.9927 1.6413 2.9226
H -1.3490 1.3869 2.3121
H -4.8291 0.9720 1.7037
```

Computed properties:
* spin multiplicity: 1
* HOMO: -8.5 eV
* F_max: 1.4 eV/Å
* charge: 0
* SMILES: Cc1ccc(-n2ncc3c(SCC(=O)Nc4cc(C)on4)ncnc32)c(C)c1
* energy relative to the best compared isomer or geometry (same formula, charge and spin): 250.1 kJ/mol
* Kohn-Sham gap: 0.31239 hartree
* LUMO: 0.01 eV

***

7.
Molecular formula: C19H18N6S5V
Method: DFT, ωB97M-V/def2-TZVPD

```
49
Properties=species:S:1:pos:R:3
V -0.1169 0.0998 -0.0114
C 2.1228 0.5425 3.7722
C 1.2179 0.6259 2.5963
N 1.4476 0.1325 1.4223
N 2.6268 -0.5206 1.1593
C 2.9056 -0.7583 -0.1298
N 4.0248 -1.3434 -0.4751
S 1.7674 -0.2705 -1.3378
C -0.1028 1.2824 2.6897
C -0.4863 2.0639 3.7527
C -1.7847 2.5850 3.7685
C -2.6429 2.2750 2.7341
C -2.1721 1.5133 1.6709
N -0.9187 1.0555 1.6295
H 2.8081 -0.3016 3.7343
H 2.7134 1.4610 3.8573
H 1.5384 0.4396 4.6850
H 3.2753 -0.7154 1.9111
H 4.7288 -1.6322 0.1926
H 4.2154 -1.5417 -1.4490
H 0.1986 2.2756 4.5619
H -2.1110 3.2067 4.5922
H -3.6667 2.6226 2.7261
H -2.8113 1.2618 0.8351
S -1.7487 -4.0484 -0.6911
C -1.2326 -2.5843 -0.4299
S -0.4772 -1.8954 1.0076
S -1.2531 -1.1775 -1.4951
S -1.4447 5.4336 -3.4262
C -1.2887 3.9505 -2.6189
C -2.1081 2.8111 -2.7995
C -1.9028 1.6918 -2.0532
N -0.9096 1.5857 -1.1205
C -0.1325 2.6975 -0.9272
C -0.2810 3.8535 -1.6200
C -2.4493 5.0643 -4.8465
C -1.8392 5.0789 -6.0898
C -2.6546 4.8809 -7.1995
N -3.9676 4.6833 -7.1293
C -4.5286 4.6876 -5.9211
C -3.8223 4.8828 -4.7431
H -2.9095 2.8155 -3.5253
H -2.5558 0.8393 -2.1706
H 0.6433 2.6312 -0.1657
H 0.3759 4.6888 -1.4166
H -0.7771 5.2466 -6.2041
H -2.2247 4.8886 -8.1942
H -5.6028 4.5462 -5.8913
H -4.3391 4.9291 -3.7931
```

Computed properties:
* spin multiplicity: 1
* HOMO (alpha / beta): -16.1 / -16.1 eV
* F_max: 0.7 eV/Å
* charge: +3
* Kohn-Sham gap (alpha / beta): 0.15880 / 0.15769 hartree
* LUMO (alpha / beta): -11.73 / -11.76 eV

***

8.
Molecular formula: C19H18NORu
Method: DFT, ωB97M-V/def2-TZVPD

```
40
Properties=species:S:1:pos:R:3
C 0.4542 -1.7870 1.6098
C -0.9157 -2.0032 0.9822
C -0.7939 -2.2063 -0.3978
H -1.8127 -1.9365 1.5958
C 0.5740 -2.0815 -0.7744
C 1.3590 -1.7513 0.3857
H 2.4179 -1.6075 0.5055
H 0.7969 -2.4300 2.4389
H -1.6161 -2.4658 -1.0574
H 0.9847 -2.2376 -1.7638
C -1.0733 2.2471 0.1434
C -0.7302 2.1328 1.5284
C 0.6648 1.8085 1.6115
H -1.3486 2.2320 2.4175
C 1.2381 1.6965 0.2633
C 0.1308 2.0712 -0.6356
H 0.2812 2.2643 -1.6931
H -2.0269 2.5729 -0.2505
H 1.2707 1.8629 2.5021
H 2.3068 1.5423 0.0642
Ru 0.1739 -0.0717 0.5982
O -0.2639 -0.1519 -3.8951
C -1.4065 -0.8723 -4.4139
C -0.1085 -0.9545 -5.1630
H -1.6990 -1.7376 -3.8209
H -2.2116 -0.2777 -4.8505
H 0.4636 -1.8759 -5.0329
H 0.8372 -1.9281 -7.4817
C 0.5775 -0.8757 -7.5575
C 0.0929 -0.2013 -6.4155
C -0.2807 1.1535 -6.5281
H -0.6758 1.6919 -5.6593
C -0.1281 1.8300 -7.7456
H -0.4004 2.8948 -7.8197
C 0.3618 1.1512 -8.8829
H 0.4634 1.6864 -9.8437
C 0.7059 -0.2115 -8.7803
H 1.0681 -0.7437 -9.6677
N -0.0080 0.0143 3.6399
C 0.2764 -0.4436 2.5773
```

Computed properties:
* spin multiplicity: 5
* HOMO (alpha / beta): -10.6 / -11.1 eV
* F_max: 4.7 eV/Å
* charge: +1
* energy relative to the best compared isomer or geometry (same formula, charge and spin): 0.0 kJ/mol
* Kohn-Sham gap (alpha / beta): 0.23604 / 0.17470 hartree
* LUMO (alpha / beta): -4.18 / -6.33 eV